A molecular structure, C30H47AuBO2P2 at a distorted geometry. Source: the OMol25 dataset; level of theory: ωB97M-V with the def2-TZVPD basis set.

XYZ file:
```
83
Properties=species:S:1:pos:R:3
Au 0.55070 0.06089 0.51048
C -1.38857 1.47921 0.48880
C -1.34913 1.71208 -0.94384
C -2.45125 -0.27728 -0.57466
C -2.17656 0.27456 0.68792
C -1.92622 0.59585 -1.57755
C -1.21734 2.54561 1.51482
H -0.45316 3.27101 1.20729
H -0.91816 2.10840 2.47442
H -2.15344 3.10613 1.67562
C -2.69144 -0.21102 1.99347
H -2.12626 0.22910 2.82563
H -2.62706 -1.30473 2.07063
H -3.75057 0.06641 2.14189
C -3.15646 -1.56153 -0.79173
H -4.25224 -1.42751 -0.75347
H -2.88639 -2.28853 -0.00591
H -2.91151 -1.99911 -1.77087
C -1.98411 0.36559 -3.03747
H -3.00556 0.51959 -3.41491
H -1.68642 -0.66705 -3.28435
H -1.32009 1.05963 -3.56897
C -0.86610 2.94826 -1.59215
H -1.70717 3.59256 -1.90002
H -0.27596 2.74122 -2.49689
H -0.24635 3.54722 -0.90865
C 6.33155 1.89446 1.46083
C 5.94864 3.17071 1.29248
C 6.56247 4.12270 0.31449
C 6.98922 3.52306 -1.05584
C 6.10221 2.45922 -1.63273
C 6.28925 1.13617 -1.49658
C 7.23431 0.48729 -0.52953
C 7.51727 1.26973 0.78265
H 7.45712 4.60719 0.74210
H 8.02849 3.17312 -0.98350
H 5.84054 4.93261 0.13003
H 8.30044 2.01673 0.59468
H 5.84530 1.27161 2.22961
H 5.18493 3.60894 1.95390
H 7.94778 0.54690 1.49712
H 6.82719 -0.50410 -0.27013
H 5.74614 0.44745 -2.16003
H 8.21177 0.28780 -1.00156
H 7.00066 4.36002 -1.77485
H 5.29880 2.82468 -2.29127
P 2.63102 0.85023 1.23594
P 1.80880 -0.95399 -1.30196
C 3.96128 -0.04376 0.33679
C 3.51335 -1.13845 -0.65092
H 4.62738 -0.47751 1.10271
H 4.56703 0.72003 -0.17227
H 4.19870 -1.18673 -1.51533
H 3.55295 -2.11952 -0.15214
C 1.32822 -2.57103 -1.92532
H 0.57585 -2.46194 -2.71454
H 0.90481 -3.17253 -1.11403
H 2.21360 -3.07332 -2.34033
C 1.96122 0.17170 -2.72089
H 2.81876 -0.13320 -3.34083
H 2.10918 1.20535 -2.38035
H 1.04078 0.13199 -3.32217
C 2.96933 0.63132 2.98842
H 2.27287 1.25898 3.56194
H 4.00183 0.92439 3.23271
H 2.79984 -0.41896 3.27495
C 2.73341 2.57924 0.72123
H 2.37557 2.70106 -0.30910
H 3.76942 2.92854 0.78023
H 2.10627 3.18542 1.38774
O 0.47756 -1.92917 2.87360
B 0.39610 -1.76298 1.47862
O 0.07984 -3.01749 0.89288
C -0.05627 -3.90357 1.92336
C -0.64755 -5.14632 1.87614
C -1.12942 -5.66310 3.08807
C -0.93697 -4.97613 4.29181
C -0.22576 -3.76788 4.33119
C 0.16754 -3.23618 3.12410
H -0.77123 -5.66242 0.92823
H -1.67005 -6.61167 3.09217
H -1.34741 -5.38074 5.21984
H -0.04156 -3.21856 5.25205
```

Its total charge is +1. Its frontier orbital gap (alpha / beta) is 7.6 / 5.5 eV. As for the HOMO energy (alpha / beta): -9.395 / -10.063 eV. As for the energy above the lowest of the compared OMol25 structures with the same formula, charge and spin: 0.0 kJ/mol. The calculated total energy is -2164.8217 a.u. As for the expectation value of S²: 2.0174. The multiplicity is 3.